298
Properties=species:S:1:pos:R:3:forces:R:3 method="wB97M-V/def2-TZVPD" fmax_ev_per_a=3.5 e_homo_ev=-8.23 total_energy_ev=-110637.003 homo_lumo_gap_ev=8.910
C -4.0165 -3.4808 -1.5455 -0.741 1.299 1.442
C -5.2318 -3.6926 -0.7313 -0.097 -0.353 -0.416
N -6.2708 -3.8685 -0.2638 0.586 0.188 0.075
H -3.0945 -3.8309 -1.1114 0.096 -0.010 0.343
H -3.9888 -2.4154 -1.7717 0.428 0.100 0.170
H -4.1638 -3.9154 -2.4753 -0.230 -1.154 -1.749
C -0.7251 -1.4118 -6.1896 -0.209 0.524 -1.938
C -1.7420 -1.9992 -5.3355 0.239 0.344 0.393
N -2.4998 -2.4087 -4.5744 -0.027 -0.147 -0.122
H -0.6798 -0.3143 -6.1321 -0.096 -0.138 0.779
H -1.0309 -1.5048 -7.2760 0.443 -0.527 1.100
H 0.2744 -1.8256 -6.0067 -0.237 -0.074 -0.082
C 4.4916 -7.6550 -1.4814 0.340 -0.225 1.247
C 3.7108 -7.0657 -0.2272 2.385 -0.674 -0.726
N 4.3543 -5.8531 0.2965 -2.090 0.016 -0.412
C 3.3034 -5.0553 1.0618 0.891 -2.111 0.586
C 2.3774 -4.2963 0.1716 0.289 -0.775 -1.202
C 5.5326 -6.2301 1.0244 -0.294 1.931 1.128
C 6.5791 -5.1201 1.0030 0.161 0.277 -1.491
H 5.5766 -7.7984 -1.2867 -0.637 0.049 0.226
H 4.4872 -7.0566 -2.3886 -0.545 0.323 0.096
H 4.0992 -8.6520 -1.6964 -0.060 0.088 -0.144
H 2.7550 -6.7920 -0.5507 -1.558 0.116 -0.422
H 3.6267 -7.8698 0.5613 0.009 0.589 -0.547
H 2.6842 -5.7425 1.7025 0.449 0.093 -0.417
H 3.8084 -4.4462 1.7989 0.282 0.537 -0.070
H 2.9306 -3.6003 -0.4166 0.391 1.037 -0.216
H 1.9269 -4.9351 -0.6018 0.025 -0.071 0.450
H 1.5822 -3.8438 0.7154 -0.592 0.583 0.482
H 5.9339 -7.1292 0.6500 0.588 -0.893 -0.892
H 5.2534 -6.5080 2.0337 -0.025 0.070 0.836
H 6.8439 -4.9082 -0.0876 -0.298 -0.205 1.382
H 7.4661 -5.4689 1.4991 0.591 -0.052 0.275
H 6.2955 -4.1558 1.4599 -0.231 -0.537 -0.125
C 2.6827 -3.2088 -7.9337 -0.387 0.111 0.745
C 3.0260 -3.6839 -6.5017 -0.686 0.021 -1.198
N 2.6481 -2.6793 -5.4790 0.797 -0.295 0.260
C 3.7889 -1.7552 -5.2375 0.424 -1.262 -0.566
C 3.4307 -0.3814 -4.7337 0.475 0.266 -2.170
C 2.4352 -3.3603 -4.2137 -3.020 1.360 0.722
C 1.0740 -4.0330 -4.0891 -1.031 -0.071 0.608
H 3.1201 -2.2276 -8.0835 0.233 0.100 -0.335
H 1.6090 -3.0949 -8.1038 -0.031 -0.025 0.315
H 3.0189 -3.9229 -8.6771 0.373 -0.004 -0.113
H 2.5207 -4.6571 -6.3656 0.066 0.547 0.410
H 4.0968 -3.9005 -6.5135 0.231 0.005 0.438
H 4.3420 -1.6868 -6.1805 -0.052 0.279 0.087
H 4.4786 -2.2986 -4.5534 -0.087 0.473 -0.101
H 3.0220 0.2021 -5.5958 0.357 -0.265 0.748
H 4.3516 0.0793 -4.3862 -0.098 0.348 0.168
H 2.6852 -0.3924 -3.9938 -0.869 -0.061 1.215
H 3.1496 -4.0497 -3.9384 2.166 -1.892 -0.035
H 2.4825 -2.6816 -3.3501 0.033 0.522 -0.446
H 0.1948 -3.3541 -3.9608 0.928 -0.106 0.105
H 0.7781 -4.5941 -4.9679 0.295 -0.482 -0.215
H 1.0836 -4.7118 -3.2015 -0.029 0.471 -0.815
C -3.6356 0.5195 -0.9472 0.795 -0.453 1.719
C -5.0804 0.1035 -0.7384 0.768 0.111 -1.189
N -5.8748 0.6002 -1.8927 -0.331 -0.917 2.539
C -7.1759 -0.0694 -1.7586 -0.149 1.023 -0.120
C -7.6495 -0.4389 -3.1127 -0.481 -0.148 -1.664
C -5.9255 2.0628 -2.0205 1.711 -0.551 -1.775
C -6.2448 2.9654 -0.8519 -0.534 -0.401 -0.637
H -3.3305 0.4124 -1.9619 0.025 -0.232 -0.987
H -2.9716 -0.1540 -0.3519 -0.318 0.597 -0.274
H -3.3959 1.5452 -0.6578 -0.224 -0.034 0.097
H -5.1077 -1.0077 -0.8125 -0.186 0.837 0.291
H -5.4635 0.3969 0.2608 0.053 -0.052 -0.394
H -7.0989 -0.9866 -1.2215 0.532 -0.646 0.652
H -7.9293 0.4911 -1.1514 0.365 0.116 -0.605
H -8.6982 -0.6164 -3.0392 -1.085 -0.188 -0.244
H -7.5144 0.4072 -3.8312 0.022 -0.831 0.361
H -7.2300 -1.4054 -3.5145 0.058 1.224 0.392
H -6.5537 2.2111 -2.9013 -0.317 0.402 0.202
H -4.9026 2.3229 -2.4088 -0.710 0.012 0.359
H -5.5203 2.7590 -0.0663 -0.208 0.400 0.291
H -7.2683 2.7556 -0.5617 -0.123 0.017 0.659
H -6.2401 4.0069 -1.2040 0.322 -0.242 0.316
C 0.4701 5.8299 4.5483 -0.386 1.271 -0.863
C -0.7034 6.5279 5.3081 1.558 -2.290 -0.680
N -1.7318 5.5514 5.5894 -1.459 -0.576 -0.163
C -2.5314 5.8210 6.7842 -0.136 -1.341 0.414
C -2.1841 4.9237 8.0566 0.499 2.707 -0.673
C -2.6793 5.3453 4.4485 2.579 -1.628 -0.573
C -3.3569 3.9554 4.5136 0.061 0.741 1.502
H 1.1787 6.5924 4.1870 -0.266 -0.094 -0.053
H 0.1369 5.2463 3.6713 -0.056 0.332 0.345
H 1.0755 5.1906 5.1280 0.297 -0.899 1.097
H -0.3021 6.9397 6.2174 -0.042 0.249 0.465
H -1.0148 7.2978 4.6539 -0.789 1.312 -0.556
H -2.4952 6.8865 6.9827 -0.017 0.290 0.558
H -3.5697 5.5820 6.5080 0.175 0.253 0.368
H -2.3351 3.8727 7.8403 -0.110 -0.057 0.139
H -1.1151 5.1350 8.3304 -0.903 -0.465 -0.139
H -2.8265 5.3510 8.8663 0.452 -0.869 -0.380
H -2.0378 5.2855 3.5418 -0.340 0.293 0.328
H -3.3109 6.2002 4.3077 -0.884 0.427 0.092
H -2.6220 3.1335 4.5058 -0.253 0.425 -0.704
H -4.1924 3.8846 3.8338 0.133 -0.307 -0.698
H -3.8290 3.8155 5.4891 -0.071 0.169 0.159
C -1.9717 -2.8021 5.9976 0.476 0.606 -1.161
C -2.6154 -4.0177 5.3463 -0.517 0.583 0.761
N -2.6513 -4.0248 3.8880 -0.197 -0.524 0.354
C -1.3414 -3.7959 3.2106 -0.852 -1.765 0.322
C -0.1885 -4.7802 3.6284 -1.234 0.567 -0.951
C -3.3628 -5.2509 3.5195 -0.761 0.027 -0.122
C -3.6701 -5.3844 2.0393 -0.545 -0.736 -0.819
H -2.0488 -2.8907 7.0501 0.180 -0.348 1.189
H -2.4975 -1.8585 5.7951 0.082 -0.253 -0.442
H -0.9030 -2.6803 5.7224 -0.533 -0.038 0.227
H -2.1364 -4.9206 5.7668 0.002 -0.022 -0.172
H -3.6655 -4.0267 5.7494 0.734 -0.221 -0.670
H -1.5712 -3.8963 2.1312 0.407 0.437 0.494
H -1.1082 -2.7913 3.4990 0.533 0.694 -0.344
H -0.0592 -4.6866 4.6746 0.057 -0.243 1.266
H -0.4265 -5.8216 3.3601 0.210 0.379 0.082
H 0.7640 -4.4709 3.2207 0.195 -0.030 -0.527
H -4.3861 -5.2399 3.9722 0.956 0.200 0.264
H -2.8379 -6.1591 3.9266 -0.377 0.437 -0.429
H -2.7733 -5.6505 1.4599 -0.422 -0.319 -0.016
H -4.1061 -4.5100 1.5470 0.310 0.431 0.587
H -4.5261 -6.1079 1.8970 1.318 0.177 0.084
C 6.0168 1.3233 1.3164 0.232 0.860 0.644
C 6.6201 -0.0539 1.1544 0.234 0.330 -0.325
N 7.0945 -0.2746 -0.1947 0.920 -0.179 0.157
C 6.1754 -0.1936 -1.2849 -0.540 -0.513 -1.174
C 5.0953 -1.2851 -1.4556 -1.150 -0.445 -0.204
C 7.8334 -1.5042 -0.2729 0.965 -0.579 0.478
C 9.3237 -1.4431 0.1027 -0.433 -2.388 -1.908
H 6.8101 2.0909 1.3262 -0.176 -0.300 -0.521
H 5.5434 1.5086 2.2929 -0.179 -0.540 -0.253
H 5.2903 1.5479 0.5266 0.234 0.038 0.376
H 7.4753 -0.2001 1.8126 0.118 0.254 0.103
H 5.9616 -0.8608 1.4068 -1.072 -0.511 0.473
H 6.8332 -0.3163 -2.1885 -0.816 0.927 0.450
H 5.6310 0.7458 -1.2062 0.347 0.280 -0.583
H 4.4584 -1.4163 -0.5494 0.492 -0.005 -0.450
H 5.5110 -2.2645 -1.7539 -0.058 0.312 0.403
H 4.3652 -1.0366 -2.2879 0.913 0.056 0.899
H 7.3819 -2.3013 0.3530 -0.069 0.182 -0.185
H 7.8080 -1.8755 -1.2876 -0.160 -0.079 -0.357
H 9.6788 -2.5137 -0.0960 -0.127 1.368 0.130
H 9.9015 -0.7727 -0.5275 -0.030 0.191 0.172
H 9.4804 -1.3250 1.1246 0.364 0.742 1.777
C -3.9191 -0.9421 2.5855 -1.908 2.782 -0.302
C -5.4203 -0.9831 3.0191 1.144 0.085 0.009
N -5.6787 -0.3710 4.3306 0.190 0.321 -0.511
C -6.8098 -1.0403 4.9793 -0.196 1.077 -0.502
C -6.5968 -2.5151 5.3175 0.085 0.231 -1.085
C -6.0298 1.0999 4.1368 -0.407 -2.740 -1.287
C -6.1898 1.8112 5.4432 0.453 0.832 -0.549
H -3.7613 0.1582 2.3941 0.224 -0.838 -0.172
H -3.7791 -1.4489 1.6417 0.300 -0.411 -0.034
H -3.2441 -1.1435 3.3687 0.740 -1.013 0.797
H -5.9435 -0.3748 2.2756 -0.450 -0.516 -0.327
H -5.7680 -2.0178 3.0218 -0.099 0.181 -0.133
H -6.8235 -0.5177 5.9171 -0.798 0.183 0.591
H -7.7310 -0.7497 4.3522 0.617 -0.914 1.030
H -5.5401 -2.6508 5.4827 0.593 -0.046 -0.084
H -7.0399 -2.7632 6.2727 -0.615 -0.243 -0.105
H -6.8811 -3.1820 4.4802 -0.100 0.145 0.743
H -6.9899 1.0598 3.5304 0.788 0.567 0.419
H -5.2150 1.4660 3.4832 -0.469 0.310 0.526
H -6.0608 2.8872 5.2252 -0.344 -0.360 0.550
H -5.3670 1.4703 6.0483 0.375 0.116 0.571
H -7.1206 1.5934 5.9626 -0.046 0.210 -0.168
C 0.1441 7.8803 1.4857 0.001 -0.121 -0.895
C -0.7146 6.8410 0.7947 0.690 0.279 -2.649
N -1.5781 7.4526 -0.2999 1.700 -0.299 0.649
C -0.7676 7.8240 -1.4538 0.568 -0.885 -0.609
C -1.5639 8.7013 -2.3813 -1.344 1.181 0.624
C -2.6333 6.5170 -0.6231 -0.800 -0.077 1.781
C -3.7927 6.8226 0.4134 0.528 -1.005 -3.302
H 0.5185 7.5417 2.4189 0.371 -0.487 0.786
H -0.5209 8.6839 1.6799 -0.391 1.140 0.275
H 1.0034 8.2418 0.8951 -0.469 -0.216 0.088
H -0.0699 6.0736 0.2858 -0.366 0.206 0.483
H -1.3821 6.3255 1.4420 -0.382 -0.300 0.807
H 0.1796 8.3165 -1.1730 -0.607 0.122 0.283
H -0.3870 6.9236 -2.0025 -0.348 0.080 0.192
H -1.8149 9.6216 -1.8300 -0.137 -0.274 0.123
H -1.0331 9.1123 -3.2128 0.545 -0.361 -0.855
H -2.5522 8.2921 -2.7016 0.969 0.054 0.085
H -2.2877 5.4547 -0.5956 -0.077 0.331 0.631
H -2.9749 6.5440 -1.6286 -0.379 0.823 -0.927
H -3.3752 6.8055 1.3527 0.680 -0.089 2.299
H -4.5164 6.0544 0.2800 -0.835 -0.777 0.340
H -4.2939 7.7581 0.2497 0.136 0.590 -0.301
C 3.2642 -0.7972 3.5558 -1.210 -0.345 0.347
C 2.0201 -0.4786 4.4765 0.481 -0.738 -1.493
N 1.8148 0.9368 4.6691 0.584 1.351 0.582
C 2.9709 1.6324 5.3128 -1.169 -1.737 1.215
C 3.3140 2.9532 4.7304 1.776 1.159 0.238
C 0.5652 1.2872 5.3716 0.149 -0.391 -0.970
C -0.6480 0.6591 4.7160 -0.548 0.331 -0.734
H 3.1790 -1.6455 2.8401 -0.322 0.285 0.824
H 4.1673 -0.8962 4.1098 0.710 -0.468 0.661
H 3.4523 0.0458 2.9506 -0.030 1.221 -0.923
H 1.1446 -0.8319 3.9655 -0.453 -0.199 -0.575
H 2.0208 -1.1239 5.3508 0.412 0.133 0.865
H 2.6887 1.7577 6.4159 0.605 -0.009 -1.114
H 3.8056 0.9357 5.2997 0.205 0.086 -0.048
H 3.5238 2.9910 3.6293 -0.404 -0.184 1.004
H 2.5521 3.6343 5.0449 -0.706 0.663 -0.515
H 4.2167 3.3698 5.2863 -0.753 -0.612 -0.806
H 0.4171 2.3574 5.4587 0.357 0.432 -0.559
H 0.6063 0.9900 6.4035 0.097 -0.614 0.903
H -0.6509 0.7517 3.5988 0.220 0.024 0.938
H -1.5639 1.1573 5.0709 0.222 -0.314 -0.008
H -0.7020 -0.3969 4.9581 -0.233 -0.136 0.001
C -3.3166 1.3184 -5.2587 0.909 -0.058 1.122
C -2.3679 2.4415 -5.7583 0.310 -1.726 0.436
N -0.9828 2.0955 -5.3431 -0.212 0.252 -0.068
C -0.0683 3.1273 -5.8352 0.247 -0.471 1.449
C 1.3698 2.7589 -5.7430 0.645 -1.787 0.687
C -0.8495 1.8619 -3.8760 0.743 -1.231 -0.080
C -0.9255 3.1500 -3.0672 -0.043 0.094 0.238
H -3.5905 1.3762 -4.1845 0.253 0.484 -0.477
H -2.8518 0.3110 -5.2973 -0.301 0.653 -0.565
H -4.2475 1.3463 -5.7583 -0.948 -0.175 -0.823
H -2.4084 2.5447 -6.8658 0.162 -0.252 0.682
H -2.6599 3.3919 -5.3465 -0.360 0.676 0.219
H -0.1732 4.0760 -5.3310 -0.445 0.633 0.319
H -0.2684 3.2992 -6.8353 -0.793 0.295 -2.139
H 2.0287 3.4785 -6.1748 0.298 0.609 -0.653
H 1.5402 1.7582 -6.2142 0.000 0.778 0.367
H 1.6887 2.7126 -4.6964 0.023 -0.283 0.014
H -1.5819 1.0685 -3.5523 0.579 1.054 -0.346
H 0.1492 1.3512 -3.7032 -0.953 0.628 -0.219
H -1.1074 3.0162 -1.9899 0.053 -0.149 -0.435
H -0.0134 3.7352 -3.1847 0.245 -0.101 0.185
H -1.6885 3.7930 -3.4916 -0.471 0.102 0.171
C 0.2330 -1.4410 -1.5298 0.692 0.454 -0.644
C 1.2240 -0.3443 -1.2111 -0.586 0.080 2.512
N 0.5334 0.8146 -0.6312 1.031 0.721 -0.653
C 1.4148 2.0290 -0.6203 -0.125 -0.159 -0.313
C 2.6126 1.9855 0.3261 0.091 -0.997 -0.151
C -0.0650 0.6139 0.6665 -0.479 0.213 0.656
C -0.9506 1.8145 1.0087 0.136 -0.128 -0.992
H 0.6837 -2.1057 -2.2552 -0.024 -0.327 -0.141
H -0.5849 -0.9163 -2.0086 -0.662 -0.379 0.039
H -0.0376 -2.0268 -0.6606 -0.353 0.050 0.150
H 1.9610 -0.7186 -0.4670 0.165 -0.006 -0.533
H 1.7070 0.0599 -2.0607 0.707 -0.012 -1.094
H 1.7456 2.3330 -1.6350 -0.325 -0.661 0.270
H 0.7780 2.8232 -0.2917 -0.345 0.700 0.016
H 3.2840 2.8534 0.2845 -0.406 -0.124 -0.108
H 2.2385 1.8444 1.3345 0.141 0.248 0.404
H 3.2028 1.0799 0.1188 0.078 0.277 -0.032
H 0.6589 0.4513 1.4714 0.471 0.226 0.162
H -0.6538 -0.2942 0.7668 -0.278 -0.213 -0.823
H -0.3391 2.6183 1.3669 0.310 0.729 0.036
H -1.6093 1.6069 1.8172 -0.838 -0.380 0.539
H -1.5217 2.1314 0.1006 0.449 -0.212 0.860
C -1.9182 -9.2701 -3.2133 -0.507 1.065 0.576
C -0.8605 -8.1465 -3.1545 0.379 -2.216 1.407
N -0.4318 -7.9354 -1.7358 -0.156 0.972 -1.030
C 0.0361 -6.5747 -1.4026 2.015 -0.104 -0.104
C -0.8617 -5.3384 -1.5549 -0.561 -0.924 0.632
C 0.5003 -9.0047 -1.3548 -0.505 -0.824 0.095
C 0.4788 -9.2766 0.1482 -0.093 2.031 0.748
H -1.5795 -10.1827 -2.7922 0.530 -0.799 0.539
H -2.2414 -9.5348 -4.1855 0.029 0.014 -1.425
H -2.8564 -9.0376 -2.7008 0.280 0.377 0.258
H -0.0218 -8.4602 -3.7825 0.355 -0.024 0.033
H -1.2153 -7.2823 -3.6067 -0.849 1.849 -0.418
H 0.3143 -6.6286 -0.3023 -0.273 0.198 -1.222
H 1.0179 -6.2574 -1.9411 -1.010 -1.050 0.528
H -0.2519 -4.5410 -1.1350 -0.184 0.324 -0.040
H -1.2433 -5.0024 -2.5427 0.363 -0.647 0.494
H -1.6784 -5.5468 -0.8539 -0.318 0.484 -0.314
H 1.5371 -8.8571 -1.7383 -0.489 0.023 0.093
H 0.0647 -9.9012 -1.8161 0.560 0.177 -0.120
H -0.5512 -9.1747 0.5024 -0.038 0.041 -0.152
H 1.0371 -8.4402 0.6375 -0.254 -0.815 0.027
H 0.8123 -10.2190 0.5594 0.546 -0.301 -0.525
C 4.1928 5.8711 -0.1123 -0.456 -0.137 0.562
C 3.2408 5.9727 -1.2844 -0.996 0.372 -0.314
N 3.8448 5.6285 -2.5689 -0.685 -0.860 -1.184
C 2.9085 5.9430 -3.7199 0.531 1.032 0.597
C 2.6001 7.4729 -3.9194 1.037 0.144 -0.058
C 4.2053 4.1843 -2.6420 -0.904 0.035 -0.510
C 5.1842 3.7323 -3.7276 0.277 2.936 -0.568
H 3.8285 6.2574 0.8353 -0.439 0.769 -0.169
H 5.1803 6.2529 -0.2709 0.459 0.494 -0.432
H 4.3155 4.8637 0.1937 0.317 -1.381 -0.111
H 2.2790 5.4076 -1.0714 0.830 0.033 -0.174
H 2.8794 6.9919 -1.4415 0.197 0.148 0.390
H 3.4559 5.6018 -4.6078 -0.505 -0.090 0.135
H 1.9233 5.4433 -3.6073 0.468 -0.296 -0.079
H 2.2572 7.6908 -4.9643 0.151 -0.434 0.876
H 1.8215 7.8626 -3.2210 0.700 -0.283 -0.454
H 3.5765 8.0448 -3.8021 -1.253 -0.536 0.073
H 3.2781 3.5478 -2.7774 0.553 0.518 0.519
H 4.7194 3.9246 -1.7238 -0.325 -0.082 0.387
H 6.1195 4.3515 -3.5836 -0.729 -0.932 -0.319
H 4.8398 3.8928 -4.7808 0.145 -0.221 0.889
H 5.3485 2.7083 -3.5469 0.528 -1.307 -0.026